Here is a molecular structure, C5H9FN2 in a non-equilibrium geometry from the Open Molecules 2025 dataset. Energies are from ωB97M-V/def2-TZVPD.

Computed properties:
E_tot = -405.0516 Eh

```
17
Properties=species:S:1:pos:R:3:forces:R:3
F 1.91377 -0.81818 -0.42536 0.2 -0.9 -0.3
N -0.23276 -1.24076 1.00251 6.9 -4.0 2.9
N -2.14905 0.54479 -0.54899 -3.7 -1.4 1.0
C -1.21296 -0.61488 -0.94658 -1.1 -0.8 0.3
C -1.34771 0.91706 0.67994 1.1 -1.2 1.3
C -0.22713 -0.11285 0.19732 -2.1 1.4 -2.0
C 1.95096 1.35472 -0.05466 -2.5 2.7 0.5
C 1.16536 0.27432 -0.09923 1.3 2.1 -0.4
H 2.96430 1.17849 -0.19788 1.7 -0.3 -0.4
H -0.97118 1.97765 0.73225 -0.8 -0.9 -0.3
H -1.48138 -1.84982 -0.34579 0.4 3.7 -2.8
H 0.84080 -1.79295 0.59641 -4.6 1.0 0.9
H -3.40970 0.30786 -0.41134 5.4 0.8 -0.4
H -0.93217 -0.55118 -2.10694 -0.7 -0.5 2.7
H 1.72464 2.50075 0.07056 -0.2 -2.8 0.0
H 0.38221 -1.00699 1.83154 -1.5 0.2 0.1
H -1.63991 0.56147 1.82412 0.2 0.9 -3.0
```
Positions in Å, forces in eV/Å.



Here is a molecular structure, C5H9FO in a non-equilibrium geometry from the Open Molecules 2025 dataset. Energies are from ωB97M-V/def2-TZVPD.

Computed properties:
2S+1 = 3
E_tot = -370.7881 Eh

```
16
Properties=species:S:1:pos:R:3:forces:R:3
F -3.13465 0.90594 0.03257 0.4 0.7 1.5
O -2.88960 -1.29359 0.28556 -0.1 -1.7 2.5
C -0.07135 1.31948 0.77078 -1.6 -0.9 -1.8
C -0.41889 0.02619 -0.00856 4.9 1.2 1.2
C -0.02129 0.15533 -1.47879 0.2 0.5 2.2
C -2.41392 -0.24861 0.05458 -2.8 0.9 -5.6
C 0.00947 -1.22546 0.65359 0.4 -0.1 1.2
H -0.65750 2.10839 0.31805 -0.2 0.5 -0.4
H -0.59044 -2.02196 0.38069 -1.1 -1.9 -1.5
H 0.13322 1.20256 -1.56085 -0.1 1.0 -0.9
H -0.72481 -0.19664 -2.16655 -1.3 -0.6 -1.1
H 0.97503 1.64764 0.58190 -0.4 -0.5 1.0
H -0.19042 -1.34841 1.72498 0.5 1.0 0.2
H 1.04499 -1.50559 0.41674 0.0 0.2 0.1
H -0.57396 1.19544 1.71151 1.1 0.3 1.2
H 0.94629 -0.28618 -1.69541 0.1 -0.5 0.2
```
Positions in Å, forces in eV/Å.



Here is a single C5H9FOS molecule in a non-equilibrium geometry from the Open Molecules 2025 dataset. Energies are from ωB97M-V/def2-TZVPD.

Computed properties:
structure (SMILES) = CO/C=C(/CF)SC
E_tot = -769.0949 Eh

```
17
Properties=species:S:1:pos:R:3:forces:R:3
S 1.23913 1.08157 1.53044 0.5 0.0 -1.9
F 1.44417 2.85832 -1.16539 -0.4 1.0 -0.2
O 0.04741 -1.36443 -0.26477 0.0 0.3 -1.2
C 0.06636 -0.09648 -0.74500 1.0 0.9 0.8
C -0.46442 -2.33158 -1.20093 0.5 -2.6 -0.6
C 0.11365 0.04395 2.34811 -3.3 -1.8 1.7
C 0.58806 1.01766 -0.18201 -0.6 -3.0 2.4
C 0.24937 2.30287 -0.72460 -1.7 0.7 -0.1
H -0.50276 2.13581 -1.59087 1.3 0.9 1.2
H 0.15654 -3.37521 -0.88580 -2.2 2.8 -0.9
H -0.29770 0.07493 -1.72776 -0.7 -0.3 -0.9
H -0.22957 2.86736 0.18881 0.9 -0.3 -2.2
H -0.14134 -2.15921 -2.35827 -0.9 0.0 2.9
H -1.65843 -2.41537 -1.06527 2.9 0.0 -0.5
H -0.94604 0.45077 2.50937 1.5 0.2 -0.2
H -0.18440 -0.98467 1.97640 1.3 1.1 -0.1
H 0.51996 -0.10628 3.35752 -0.1 0.0 -0.2
```
Positions in Å, forces in eV/Å.



Here is 2 unconnected molecules or ions with the total composition C5H9I in a non-equilibrium geometry from the Open Molecules 2025 dataset. Energies are from ωB97M-V/def2-TZVPD.

Computed properties:
E_tot = -493.4313 Eh

```
15
Properties=species:S:1:pos:R:3:forces:R:3
I 3.02387 -0.00783 0.26853 -0.1 -0.2 -0.1
C 0.20818 -2.08553 0.20907 -1.5 -1.1 -0.1
C -1.43563 -0.22473 -0.27139 2.2 0.5 -1.1
C 0.44886 2.54272 0.11119 2.9 -3.8 -4.1
C 0.01625 -0.61176 0.06946 -2.3 -1.5 -0.6
C 0.98934 0.20079 -0.02603 1.8 5.6 1.2
H -1.54784 0.10818 -1.32868 0.1 -0.6 0.7
H -1.82737 0.53584 0.32727 -0.5 1.2 1.1
H -1.91001 -1.11198 -0.04792 -1.9 -1.7 0.0
H 0.70564 3.05131 0.95682 0.6 0.6 2.7
H 1.26720 2.73775 -0.70072 -2.3 -0.2 1.2
H -0.57934 2.38643 -0.08518 -0.6 0.3 -0.6
H -0.32061 -2.56349 1.09404 0.8 0.8 -0.8
H 1.21051 -2.40737 0.09672 1.2 -0.1 0.6
H -0.24906 -2.55033 -0.67318 -0.3 0.0 0.1
```
Positions in Å, forces in eV/Å.



Here is a molecular structure, C5H9I2NO in a non-equilibrium geometry from the Open Molecules 2025 dataset. Energies are from ωB97M-V/def2-TZVPD.

Computed properties:
E_tot = -921.2255 Eh

```
18
Properties=species:S:1:pos:R:3:forces:R:3
I 2.47448 -0.20894 0.31369 -0.2 0.3 0.1
I -2.61331 0.04668 0.96230 -0.1 0.0 0.1
O 0.11162 1.05128 -2.00071 -0.4 -0.2 -0.4
N -1.24855 -1.13324 -0.81198 0.5 -1.2 -0.5
C 1.33365 2.56377 1.04390 0.1 0.0 0.0
C 0.90288 1.58258 -1.26660 0.3 0.1 0.3
C 0.95232 1.36714 0.20890 0.0 -0.5 0.3
C -1.02733 -2.31125 -0.79358 -0.4 1.2 0.2
C -1.40890 -3.38108 0.09537 0.0 -0.6 0.2
H -0.93612 -0.37469 -1.41229 0.0 0.6 0.0
H 0.03465 0.89905 0.57197 0.1 0.0 -0.1
H -0.52051 -3.79492 0.56882 0.0 -0.1 0.0
H 2.27577 3.00632 0.72101 0.0 0.0 0.0
H -2.08238 -2.97671 0.86400 0.0 0.2 0.0
H 1.68837 2.24655 -1.66018 0.0 0.1 -0.1
H -1.90341 -4.17513 -0.45915 0.0 -0.1 0.0
H 0.54439 3.31177 0.96221 0.0 0.1 0.0
H 1.42237 2.28082 2.09232 0.0 0.0 -0.1
```
Positions in Å, forces in eV/Å.



Here is a gas-phase ion, C5H9IN (charge +1) in a non-equilibrium geometry from the Open Molecules 2025 dataset. Energies are from ωB97M-V/def2-TZVPD.

Computed properties:
E_tot = -547.8991 Eh
net charge = +1

```
16
Properties=species:S:1:pos:R:3:forces:R:3
I -1.00714 2.03141 0.73783 0.6 1.4 -0.8
N -0.46798 -0.15749 -0.26649 -1.6 0.8 1.0
C -1.02713 -1.54896 -0.28892 0.6 0.8 -0.8
C 0.98533 -1.40429 1.50900 -3.0 -2.2 -2.2
C 0.69839 -0.45187 -1.02037 2.4 1.0 -1.0
C -0.67070 3.53955 -0.49114 -4.3 -0.8 0.7
C 0.34506 -1.28640 0.15007 -0.1 -0.8 0.1
H -1.15195 -1.91958 -1.30612 -0.5 -0.2 0.4
H 0.30321 3.67149 -0.80467 1.9 0.7 -0.5
H 1.43454 -0.51542 1.57953 1.9 3.4 1.6
H -1.77074 -1.59739 0.46613 -0.7 -0.7 0.3
H 1.60447 0.22969 -0.91996 -1.4 -0.7 0.0
H 1.65984 -2.18104 1.48022 1.9 -1.6 -0.1
H 0.42684 -0.66870 -2.05186 0.6 -0.7 0.0
H 0.24549 -1.75280 2.21230 -0.3 0.7 0.6
H -1.60754 4.01178 -0.98555 2.0 -1.0 0.7
```
Positions in Å, forces in eV/Å.



Here is a single C5H9IO molecule in a non-equilibrium geometry from the Open Molecules 2025 dataset. Energies are from ωB97M-V/def2-TZVPD.

Computed properties:
structure (SMILES) = C=C(C)OCCI
E_tot = -568.7701 Eh

```
16
Properties=species:S:1:pos:R:3:forces:R:3
I 2.99038 -0.12919 -0.09630 0.8 -0.6 -0.6
O -0.18443 0.03972 -1.23467 -0.2 0.3 1.3
C 1.38817 1.11612 0.29541 -0.6 3.0 0.7
C 0.37285 1.34300 -0.86171 0.7 -3.3 0.2
C -0.82330 -0.58895 -0.12718 1.0 3.6 -1.3
C -1.40752 0.17381 0.81685 -0.4 -1.6 -0.6
C -0.55134 -2.01531 -0.18130 -2.6 -2.3 1.8
H 0.43450 -2.25247 -0.59012 -0.7 -0.1 -0.4
H -1.51981 -2.57318 -0.52163 2.1 0.7 -0.5
H -0.59768 -2.38971 0.86662 0.5 0.2 -0.4
H 1.05976 0.72572 1.24615 -0.9 -0.1 -0.2
H -1.61074 1.25392 0.82158 0.3 -0.8 -0.2
H 0.92337 1.61227 -1.71102 1.1 0.3 -1.3
H 1.80238 2.11219 0.60914 -0.1 -0.8 -0.6
H -0.41604 2.04859 -0.87391 -0.7 1.0 1.3
H -1.86056 -0.47652 1.54211 -0.3 0.4 0.8
```
Positions in Å, forces in eV/Å.



Here is 2 unconnected molecules or ions with the total composition C5H9IO in a non-equilibrium geometry from the Open Molecules 2025 dataset. Energies are from ωB97M-V/def2-TZVPD.

Computed properties:
E_tot = -568.7403 Eh

```
16
Properties=species:S:1:pos:R:3:forces:R:3
I -1.99007 1.37584 -2.17409 0.5 0.0 0.3
O -0.04942 -2.14641 -1.25939 0.4 -0.9 -0.6
C -0.48660 1.13346 1.21174 0.8 -1.4 1.4
C 1.21450 -0.67484 0.92641 2.3 1.4 -4.7
C 0.57986 0.55135 0.27835 -1.2 1.0 -0.9
C -0.84076 -1.25318 -1.42806 0.2 -0.7 1.5
C -0.37372 0.09436 -1.60203 0.3 1.8 2.4
H 2.14977 -0.34461 1.36947 -0.2 0.0 0.9
H 1.63856 -1.25328 0.03843 -0.8 0.0 1.3
H -1.33742 1.66735 0.82619 0.3 1.0 -0.4
H 0.51079 -1.17870 1.48036 -1.0 -1.5 1.4
H -1.89518 -1.43323 -1.21976 -0.6 0.1 -0.3
H 1.33774 1.36660 0.05187 -1.0 -1.2 -0.5
H -0.97109 0.31413 1.77434 0.1 -0.1 -0.4
H 0.11796 1.59990 2.04589 -0.9 0.3 -1.0
H 0.39508 0.18125 -2.31971 0.9 0.2 -0.5
```
Positions in Å, forces in eV/Å.



Here is 2 unconnected molecules or ions with the total composition C5H9N in a non-equilibrium geometry from the Open Molecules 2025 dataset. Energies are from ωB97M-V/def2-TZVPD.

Computed properties:
E_tot = -250.4473 Eh

```
15
Properties=species:S:1:pos:R:3:forces:R:3
N -0.12958 -1.10022 -1.68149 0.7 4.9 3.0
C -0.06846 -0.13270 -0.87569 0.4 -4.7 -2.1
C -1.49615 0.73406 -0.08616 0.8 -1.0 0.7
C 2.94232 0.03234 0.25716 -0.2 1.0 0.4
C -2.57268 -0.27610 -0.01910 -1.0 -1.5 -0.5
C -0.17667 0.38593 0.41211 -1.7 1.9 -0.5
H 3.83688 0.50188 -0.21687 -0.7 -0.5 0.3
H -2.03851 -1.31301 0.01882 -1.3 1.8 -0.1
H 2.63156 -0.88342 -0.22574 0.3 -0.3 -0.2
H -0.01575 0.19370 1.47415 0.5 -1.5 -0.8
H 3.12602 -0.15694 1.33301 0.0 0.1 -0.6
H -1.62068 1.72198 -0.47979 0.0 0.0 -1.5
H -3.27663 -0.24477 -0.95007 1.4 0.0 1.7
H 2.05846 0.70706 0.17133 1.1 -0.3 0.1
H -3.20013 -0.16979 0.86833 -0.1 0.0 0.1
```
Positions in Å, forces in eV/Å.



Here is a single C5H9N molecule in a non-equilibrium geometry from the Open Molecules 2025 dataset. Energies are from ωB97M-V/def2-TZVPD.

Computed properties:
structure (SMILES) = C=C/C(C)=C/N
E_tot = -250.5521 Eh

```
15
Properties=species:S:1:pos:R:3:forces:R:3
N -1.52522 2.01120 0.35335 -0.5 0.4 -0.8
C -0.60295 1.33751 -0.44099 -1.7 -0.9 -2.5
C 0.52453 -0.20751 1.22808 0.6 2.5 0.4
C 0.59935 -2.04334 -0.72756 3.6 0.8 -1.1
C 0.24110 0.32952 -0.14041 -0.1 -1.4 -1.2
C 0.47585 -0.74691 -1.18229 0.6 -0.3 1.3
H 1.35342 -2.11309 0.14833 -2.3 -0.4 -0.7
H 0.46366 0.67379 1.90954 -0.9 -0.9 0.2
H -2.57348 1.94225 0.14666 2.6 0.1 0.6
H 1.62074 -0.31177 1.30943 -0.4 -1.0 -0.1
H -0.83599 1.52430 -1.52816 0.5 -0.4 1.0
H -1.16084 2.05214 1.26786 -0.8 0.1 1.5
H 0.64881 -0.53135 -2.23944 -1.1 0.2 0.1
H 0.86405 -2.81015 -1.50501 -0.7 0.7 0.7
H -0.09304 -1.10661 1.40061 0.6 0.6 0.6
```
Positions in Å, forces in eV/Å.



Here is a single C5H9N molecule in a non-equilibrium geometry from the Open Molecules 2025 dataset. Energies are from ωB97M-V/def2-TZVPD.

Computed properties:
structure (SMILES) = C=C/C=C/CN
E_tot = -250.5845 Eh

```
15
Properties=species:S:1:pos:R:3:forces:R:3
N 2.69407 0.43083 -0.57585 -0.4 -0.7 0.2
C -0.64404 0.17732 0.12931 1.8 -0.6 0.9
C -2.98970 -0.41152 -0.42266 -0.4 -0.9 1.3
C -1.81794 -0.62726 0.20761 -1.0 -0.3 -1.4
C 0.55847 -0.41516 0.36881 0.3 1.6 -0.7
C 1.77927 0.42581 0.60163 0.6 0.7 -0.6
H -3.66223 -1.26368 -0.52469 -0.1 0.2 0.3
H 1.49669 1.45966 0.83466 -0.1 -0.2 0.2
H -0.62037 1.22033 -0.17421 -0.4 0.2 0.6
H 3.00116 1.35497 -0.83164 0.0 0.2 0.2
H 2.33903 0.02732 1.45791 -0.2 0.1 0.0
H -1.63084 -1.56635 0.72978 -0.2 -0.2 -0.6
H 0.83619 -1.43808 0.14260 -0.8 -0.5 0.8
H 2.14049 0.09066 -1.34751 0.2 0.0 -0.4
H -3.48025 0.53514 -0.59576 0.7 0.3 -0.8
```
Positions in Å, forces in eV/Å.



Here is a single C5H9N molecule in a non-equilibrium geometry from the Open Molecules 2025 dataset. Energies are from ωB97M-V/def2-TZVPD.

Computed properties:
E_tot = -250.4342 Eh

```
15
Properties=species:S:1:pos:R:3:forces:R:3
N 1.99854 0.12047 0.67239 -2.4 -1.9 -1.8
C -1.95306 -0.24198 1.21831 0.1 -0.6 -4.4
C 0.69011 0.80633 0.47569 -2.3 -3.0 1.0
C -1.37822 -0.45174 -0.04372 -2.1 -0.5 1.3
C -0.15488 0.04494 -0.47689 2.3 1.5 3.2
C 0.46014 -0.36371 -1.70906 1.0 -2.7 -3.9
H 1.49302 1.25548 -0.11346 1.2 1.5 -1.0
H -0.19847 -1.12079 -2.35666 1.0 1.8 1.4
H -1.37566 0.11226 1.97691 1.3 1.2 2.1
H 0.21278 1.27901 1.38260 0.4 -0.2 -1.2
H -1.88227 -1.14905 -0.74328 -0.2 1.0 0.2
H -3.01882 -0.21525 1.25240 -0.5 -0.7 0.6
H 0.72129 0.49917 -2.37821 -0.3 -0.7 0.5
H 1.44399 -0.95516 -1.62462 -1.4 0.9 0.4
H 2.62987 0.68789 1.11158 1.9 2.4 1.6
```
Positions in Å, forces in eV/Å.



Here is a single C5H9N molecule in a non-equilibrium geometry from the Open Molecules 2025 dataset. Energies are from ωB97M-V/def2-TZVPD.

Computed properties:
structure (SMILES) = C=N/C=C/CC
E_tot = -250.5982 Eh

```
15
Properties=species:S:1:pos:R:3:forces:R:3
N -0.92360 2.38922 -0.47742 -0.7 -0.5 0.7
C -2.16471 2.11923 -0.50048 1.0 0.1 0.0
C -0.05372 1.45321 0.14673 0.4 0.2 -1.3
C 1.02083 -2.18981 -0.03751 1.6 0.9 1.1
C 1.14385 -0.69670 0.40345 -1.1 -1.7 0.1
C 0.05257 0.15946 -0.17470 -0.2 0.3 1.4
H 0.95124 -0.78486 1.48129 0.5 0.5 0.0
H -2.55513 1.19482 -0.07005 -0.2 0.1 0.1
H -0.79994 -0.41161 -0.53631 0.1 0.4 -0.9
H 0.15352 -2.65962 0.41660 -0.4 0.0 -0.7
H -2.80341 2.83443 -0.98457 -0.5 0.0 -0.2
H 1.85707 -2.63823 0.50551 0.1 -0.4 -0.2
H 2.16307 -0.39108 0.19330 0.0 0.5 0.1
H 0.71649 1.95537 0.72652 0.1 -0.1 -0.1
H 1.24189 -2.33382 -1.09237 -0.7 -0.2 -0.1
```
Positions in Å, forces in eV/Å.



Here is a single C5H9N molecule from the Open Molecules 2025 dataset. Energies are from ωB97M-V/def2-TZVPD.

Computed properties:
structure (SMILES) = CC(C)CC#N
E_tot = -250.6643 Eh

```
15
Properties=species:S:1:pos:R:3:forces:R:3
N -0.62088 2.77296 -0.30289 0.0 -0.8 0.4
C 0.01220 -0.58842 0.23560 0.3 0.1 0.1
C -0.74027 1.75161 0.22207 -0.2 0.9 -0.3
C -0.91549 0.45309 0.87978 -0.1 0.1 0.0
C -0.41640 -0.92747 -1.19425 0.1 0.0 0.0
C 1.45287 -0.03774 0.30106 0.1 -0.1 -0.1
H 1.68205 0.67593 -0.49686 -0.3 -0.1 -0.1
H -1.44974 -1.29184 -1.23054 0.2 0.0 0.0
H 1.63188 0.52255 1.22630 0.0 -0.4 0.0
H -1.97311 0.17785 0.82022 0.1 0.0 -0.1
H -0.67486 0.57706 1.94245 0.0 0.0 -0.2
H -0.34293 -0.04271 -1.83786 0.0 -0.1 0.1
H 0.23026 -1.70330 -1.61815 -0.1 0.1 0.1
H 2.18602 -0.83895 0.20663 0.0 0.0 0.1
H -0.06160 -1.50063 0.84643 0.1 0.2 -0.1
```
Positions in Å, forces in eV/Å.



Here is a single C5H9N molecule in a non-equilibrium geometry from the Open Molecules 2025 dataset. Energies are from ωB97M-V/def2-TZVPD.

Computed properties:
structure (SMILES) = CC#CCNC
E_tot = -250.5319 Eh

```
15
Properties=species:S:1:pos:R:3:forces:R:3
N 1.58287 0.51973 -0.17224 0.1 -1.0 -0.2
C -0.70096 -0.29430 -0.01654 -1.2 0.0 -0.2
C -3.32099 0.25605 0.03051 -1.9 0.3 -0.2
C 0.72540 -0.66007 0.01159 -0.3 0.5 0.6
C 2.97949 0.15839 0.03963 0.6 1.0 0.8
C -1.89444 -0.07036 -0.04018 1.1 0.0 0.3
H -3.40634 1.52628 0.33772 -0.2 -4.1 -0.9
H 0.91174 -1.15855 1.00510 0.0 0.1 -0.8
H -3.80545 0.01761 -1.13223 1.1 0.9 3.7
H 0.92135 -1.36134 -0.80573 0.1 -0.1 0.2
H 3.19644 -0.38485 0.99040 -0.3 0.1 -0.4
H -3.85836 -0.54316 0.91328 1.4 2.8 -2.8
H 1.27204 1.26755 0.43052 0.1 0.0 0.1
H 3.57695 1.09182 0.09868 -0.3 -0.5 -0.2
H 3.38058 -0.43175 -0.78203 -0.2 -0.1 -0.1
```
Positions in Å, forces in eV/Å.